Entry 1:
Formula: C4H7NO
Source: the OMol25 dataset
Level of theory: ωB97M-V/def2-TZVPD

XYZ file:
```
13
Properties=species:S:1:pos:R:3:forces:R:3
C -1.512 -1.287 -0.424 0.0336 -0.2082 0.0410
N -0.962 -0.881 0.840 -0.1552 0.0709 0.0208
C -0.176 -0.083 -0.078 0.1582 0.1249 0.0498
C 0.102 1.399 0.200 -0.2988 0.2104 0.0351
O 1.504 1.177 0.015 0.1282 0.1093 0.0043
C 1.334 -0.239 -0.178 0.1054 -0.3624 -0.0798
H -0.795 -2.049 -0.797 -0.1119 0.1395 -0.0015
H -0.768 -0.147 -1.100 0.0535 0.0094 -0.0415
H -1.634 -0.266 1.299 0.0921 -0.0776 -0.0371
H -0.140 1.701 1.227 0.0426 -0.0578 -0.1334
H -0.302 2.129 -0.509 0.0541 -0.1105 0.0971
H 1.765 -0.834 0.634 -0.0488 0.0911 -0.0984
H 1.733 -0.566 -1.145 -0.0531 0.0611 0.1436
```
Forces are in eV/Å.

Computed properties:
- LUMO (eV) = 0.98
- multiplicity = 1
- E_tot (Eh) = -286.4063

Entry 2:
Formula: C7H17BrSi
Source: the OMol25 dataset
Level of theory: ωB97M-V/def2-TZVPD

XYZ file:
```
26
Properties=species:S:1:pos:R:3:forces:R:3
C 1.551 -0.806 1.439 -0.4291 0.0121 0.9813
C 1.977 -1.940 -0.784 -1.2867 -0.1756 4.1937
C -1.896 2.065 0.327 2.3145 2.2786 2.7093
C -2.542 -0.205 -0.584 1.3116 -0.4240 1.5805
C 1.333 1.951 -1.016 -0.8316 -1.1268 2.5967
C 0.964 -1.081 0.088 -0.2897 -1.7124 -1.8190
C -1.589 1.015 -0.683 0.6007 -1.2684 -1.4504
Si 0.343 0.370 -0.780 -2.3941 3.1698 1.3551
Br -0.257 -4.459 3.262 0.1206 0.4179 -0.3243
H 0.779 -0.948 2.154 -1.0884 0.6440 0.8553
H 2.084 -1.693 1.733 1.0999 -0.1344 -0.1209
H 2.053 0.129 1.625 0.5031 0.1526 -0.0703
H 2.500 -2.496 0.014 -0.5788 -0.6312 -0.6897
H 2.762 -1.429 -1.159 2.3028 2.2824 -1.7331
H 1.513 -2.532 -1.486 -0.9284 -1.4516 -1.4757
H -2.829 2.474 0.095 -1.7449 0.4057 -0.4320
H -1.981 1.673 1.351 0.1539 0.0230 -0.2468
H -1.262 3.079 0.435 -0.7512 -2.4813 -0.5813
H -3.559 -0.046 -0.196 0.4820 0.3118 -0.1410
H -2.046 -0.999 0.033 -0.7641 0.6030 -0.1208
H -2.577 -0.626 -1.545 -0.4738 -0.6884 -1.4012
H 0.853 2.716 -0.299 0.7064 -1.1487 -1.2177
H 2.322 1.680 -0.683 0.6212 0.4431 -0.0515
H 1.305 2.254 -2.010 0.0937 0.9030 -1.7000
H 0.044 -1.682 0.281 0.6535 -0.0296 -0.3195
H -1.845 1.537 -1.614 0.5968 -0.3747 -0.3769
```
Forces are in eV/Å.

Computed properties:
- LUMO (alpha / beta) (eV) = -3.42 / -3.42
- multiplicity = 1
- E_tot (Eh) = -3140.2528

Entry 3:
Formula: C41H54BrF35N7O7
Source: the OMol25 dataset
Level of theory: ωB97M-V/def2-TZVPD

XYZ file:
```
145
Properties=species:S:1:pos:R:3:forces:R:3
C 4.327 -3.326 4.702 0.3337 0.2657 -0.0674
C 3.451 -2.238 3.939 0.4786 -1.4851 -0.1364
C 2.439 -3.004 3.032 0.0602 -0.2699 0.1733
Br 1.164 -4.034 4.200 0.4301 0.0975 -0.3331
N 1.631 -2.210 2.100 1.3467 0.3232 -0.4882
C 1.857 -0.754 2.050 -0.8221 1.4588 -0.9699
C 1.134 0.080 3.229 0.3159 0.4224 -0.5726
N 0.261 1.104 2.576 0.6675 -1.3650 -0.1800
N 2.177 0.808 3.960 -0.5473 -0.6683 0.3708
N 0.328 -0.738 4.121 0.6361 0.6955 0.0681
C 1.368 -2.817 0.860 -2.0195 -0.3662 0.0488
N 2.240 -3.042 -0.073 0.8567 0.6645 1.2074
C 3.675 -2.721 0.067 1.4583 -0.1153 -1.0771
C 4.626 -3.968 0.348 -0.3982 -0.0972 0.2857
C 3.994 -5.373 0.017 0.7941 0.2935 0.5415
O 5.855 -3.704 -0.315 -0.5781 -0.2803 -0.0247
N -0.004 -3.218 0.615 2.2316 -0.0445 -0.6640
C -0.669 -2.310 -0.361 -2.0260 0.4225 0.1227
C -2.214 -2.284 0.016 -0.0022 0.8926 -0.0892
C -2.712 -0.848 0.433 -0.5381 0.1609 -0.9838
N -4.189 -0.908 0.563 0.6946 0.3760 1.1207
C -4.580 -1.168 1.966 -1.4192 -0.5564 0.5633
C -4.847 -2.663 2.283 0.4900 -1.8895 0.7337
C -5.858 -3.483 1.645 0.6704 -0.8578 1.0144
C -6.055 -4.870 2.012 1.1571 0.0033 0.7970
C -5.234 -5.540 3.020 0.1608 3.1194 -0.7408
C -4.230 -4.720 3.665 -1.0623 0.0316 -1.1517
C -4.039 -3.329 3.297 -1.3100 -1.0373 -0.6007
O -3.052 -2.613 3.986 -0.7379 -0.5101 -0.0120
C -0.097 -4.635 0.243 -0.7056 -0.2150 0.0811
O -1.187 -5.209 1.024 1.3542 -0.7558 -0.1753
C -0.894 -6.496 1.391 -1.9818 -0.4641 0.3332
F -2.038 -7.054 1.860 1.2147 0.5769 -0.4358
F 0.019 -6.566 2.393 -0.3062 -0.1005 -1.3727
F -0.504 -7.244 0.306 0.2540 0.6755 1.2960
H 3.986 -4.373 4.518 0.0923 0.8556 0.2572
H 5.407 -3.291 4.395 -1.0027 0.1403 0.2672
H 4.272 -3.104 5.793 0.1254 -0.4304 -0.8107
H 2.961 -1.618 4.717 0.2642 -0.0643 -1.0460
H 4.140 -1.662 3.271 -0.7167 -0.0970 0.6857
H 2.986 -3.795 2.459 -0.4687 0.5149 0.6709
H 1.352 -0.379 1.114 0.4930 -0.4386 0.7892
H 2.932 -0.444 1.921 -0.8952 -0.4435 0.4166
H -0.143 1.634 3.353 -0.3439 -0.2803 -0.4641
H -0.467 0.560 2.099 -0.1701 0.7084 0.3140
H 1.719 1.552 4.489 0.3602 -0.1484 -0.0507
H 2.854 1.224 3.324 -0.3741 -0.0168 0.1095
H 0.865 -1.167 4.868 -0.1990 -0.0941 -0.3419
H -0.269 -1.401 3.631 0.2151 0.0687 0.2516
H 1.956 -3.464 -0.962 -0.0768 0.1859 0.4806
H 3.912 -1.943 0.822 -0.7876 -0.5156 -0.4625
H 4.003 -2.300 -0.924 -0.3973 -0.3979 0.8673
H 4.868 -3.955 1.444 -0.0267 -0.0136 -1.0304
H 3.621 -5.805 0.985 -0.0425 0.2598 -1.0980
H 3.204 -5.333 -0.768 0.5782 -0.2242 0.5482
H 4.836 -6.036 -0.316 -0.8792 0.5587 0.2011
H 5.745 -3.879 -1.266 0.0603 0.0872 0.3455
H -0.550 -2.658 -1.425 0.1724 0.1856 0.9100
H -0.310 -1.251 -0.307 0.1478 -0.9690 0.1908
H -2.842 -2.576 -0.866 0.5557 0.0726 0.9229
H -2.423 -2.947 0.897 0.2564 0.3066 -1.0385
H -2.510 -0.075 -0.359 0.1428 -0.8697 0.4942
H -2.243 -0.463 1.376 -0.1389 -0.5107 -0.5503
H -4.611 -0.014 0.321 0.3512 -0.2203 -0.1282
H -5.549 -0.625 2.143 0.8196 -0.4780 -0.1314
H -3.857 -0.785 2.730 -0.3973 -0.1948 -0.7115
H -6.525 -3.058 0.864 0.6680 -0.2146 0.6899
H -6.835 -5.496 1.524 0.6006 0.8368 0.2692
H -5.401 -6.599 3.289 0.1863 0.8514 -0.1923
H -3.599 -5.176 4.458 -0.3789 0.5007 -0.6357
H -3.067 -2.989 4.884 0.2989 0.3269 -0.4007
H -0.389 -4.776 -0.831 0.3949 0.1938 0.7782
H 0.840 -5.194 0.478 -0.6088 0.5557 -0.1921
C 1.980 6.214 2.696 0.8136 0.2067 0.2661
C 0.802 5.402 3.265 -0.2173 0.9831 0.1362
C 0.174 4.372 2.325 -0.1800 -0.6429 -0.1753
F -0.334 4.927 1.210 0.0385 0.0126 0.1324
F -0.858 3.741 2.945 0.0967 0.1767 0.2898
F -0.132 6.256 3.737 -0.0565 -0.1928 -0.1242
F 1.278 4.723 4.352 0.1151 -0.3589 -0.2893
O 1.695 7.513 2.179 -0.9298 -0.5294 -0.5538
C 1.237 7.606 0.864 1.2781 -0.3192 0.7945
C -0.196 8.137 0.775 -0.7043 0.3947 -0.0678
F -1.058 7.364 1.466 0.2412 0.0307 0.0262
F -0.612 8.146 -0.513 0.3649 -0.0665 -0.0283
F 1.397 6.420 0.238 -0.2650 0.1966 -0.3236
F 2.067 8.471 0.242 -0.3884 0.1567 -0.1178
H 2.641 6.411 3.542 -0.2282 0.0473 0.0688
H 2.587 5.630 2.001 -0.2900 -0.0676 -0.0856
H 0.905 3.610 2.035 0.0386 0.0334 0.0852
H -0.256 9.154 1.170 0.2184 -0.0172 0.0055
C 7.115 -2.711 -4.823 0.8263 -0.1777 0.1727
C 5.683 -3.226 -4.578 0.4720 0.5164 0.2709
C 4.715 -3.113 -5.757 -0.5795 -0.2788 -0.4598
F 4.532 -1.844 -6.156 0.0285 -0.1270 0.1413
F 3.493 -3.588 -5.395 0.1477 -0.1238 0.2571
F 5.175 -2.615 -3.475 -0.2172 -0.0538 0.0547
F 5.788 -4.548 -4.260 -0.0979 -0.0189 -0.2628
O 7.420 -1.391 -4.379 -1.0563 0.2388 -0.3981
C 7.092 -0.323 -5.222 1.0218 -1.0144 -0.2310
C 6.020 0.590 -4.619 -0.3638 0.6299 0.2546
F 4.886 -0.090 -4.335 0.1805 -0.1077 0.0489
F 5.690 1.566 -5.492 0.2652 -0.1874 -0.0886
F 6.760 -0.786 -6.441 -0.1595 0.3959 0.0143
F 8.225 0.387 -5.387 -0.2898 0.2620 0.2307
H 7.766 -3.345 -4.218 -0.1745 0.0517 0.1141
H 7.443 -2.878 -5.850 -0.3168 0.0908 -0.0384
H 5.067 -3.703 -6.608 0.1188 -0.0296 0.1030
H 6.381 1.053 -3.698 0.1755 -0.0951 -0.0499
C -10.911 0.083 -0.510 -0.4239 0.7267 -0.1131
C -9.459 -0.416 -0.389 -0.4284 0.1540 0.7985
C -9.087 -1.634 -1.236 0.4557 -0.3372 -0.4412
F -9.820 -2.721 -0.934 0.0677 0.1303 0.0357
F -7.789 -1.970 -1.018 0.0471 0.2615 0.0918
F -9.176 -0.633 0.916 0.1032 -0.1761 -0.1467
F -8.653 0.613 -0.783 -0.0236 -0.1767 -0.3740
O -11.834 -0.342 0.490 0.4615 -1.0449 -0.1213
C -12.446 -1.587 0.331 -0.1064 1.2512 -0.7693
C -12.043 -2.581 1.424 0.0672 -0.4565 0.5932
F -10.707 -2.769 1.460 -0.1111 0.1779 -0.0604
F -12.608 -3.789 1.191 -0.1466 0.2159 -0.2018
F -12.219 -2.056 -0.911 -0.1482 -0.3633 0.2149
F -13.775 -1.366 0.410 0.0785 -0.2659 0.3374
H -10.864 1.166 -0.378 0.1415 -0.1032 0.1643
H -11.313 -0.055 -1.516 0.1489 -0.2773 0.0567
H -9.203 -1.419 -2.303 -0.0492 0.1324 0.0548
H -12.366 -2.228 2.406 -0.0915 0.1481 -0.1123
C 3.675 9.470 -4.574 -0.4030 0.7266 -0.1133
C 5.134 9.013 -4.384 -0.4289 0.1132 0.7807
C 5.606 7.861 -5.273 0.6103 -0.2534 -0.4100
F 4.894 6.733 -5.082 0.0319 0.1141 0.0358
F 6.897 7.557 -4.991 -0.0434 0.2449 0.1078
F 5.339 8.729 -3.077 0.0724 -0.1756 -0.1464
F 5.922 10.089 -4.664 -0.0302 -0.1630 -0.3965
O 2.704 8.955 -3.663 0.4588 -1.0514 -0.1263
C 2.151 7.703 -3.932 -0.0316 1.3414 -0.7276
C 2.520 6.662 -2.873 0.0757 -0.3982 0.5854
F 3.857 6.517 -2.757 -0.1115 0.1423 -0.0545
F 2.019 5.445 -3.205 -0.1654 0.1762 -0.2059
F 2.475 7.316 -5.181 -0.1802 -0.4050 0.1758
F 0.811 7.873 -3.929 0.0510 -0.3052 0.3312
H 3.672 10.543 -4.377 0.1305 -0.1112 0.1719
H 3.344 9.378 -5.610 0.1479 -0.2747 0.0546
H 5.550 8.137 -6.331 -0.0782 0.1088 0.0557
H 2.125 6.945 -1.897 -0.1049 0.1689 -0.1550
```
Forces are in eV/Å.

Computed properties:
- LUMO (eV) = -4.01
- multiplicity = 1
- E_tot (Eh) = -8573.6811
- net charge = +1

Entry 4:
Formula: C33H30InN4O5
Source: the OMol25 dataset
Level of theory: ωB97M-V/def2-TZVPD

XYZ file:
```
73
Properties=species:S:1:pos:R:3:forces:R:3
In -0.436 -0.072 -0.700 -0.0766 -0.0644 0.0639
O 1.707 3.221 -2.715 0.2173 -0.1857 0.0614
C 1.238 2.088 -2.530 0.2934 -0.0569 0.2503
N 1.733 1.026 -1.865 -0.0868 -0.0676 -0.0686
C 3.046 0.988 -1.402 -0.0322 0.1572 0.0628
C 4.024 1.992 -1.628 -0.2452 -0.0757 0.1284
C 5.291 1.944 -1.079 -0.0173 0.0107 -0.0049
C 5.682 0.884 -0.278 0.0767 0.0283 0.0337
C 4.789 -0.154 -0.102 -0.0402 -0.1288 -0.1234
C 3.519 -0.127 -0.664 0.0548 0.0520 -0.1797
N 2.737 -1.342 -0.480 -0.2042 0.1802 0.1536
C 2.592 -2.199 -1.562 0.1790 -0.0371 0.1539
O 3.057 -1.941 -2.648 -0.0448 0.0517 -0.0797
C 1.882 -3.519 -1.349 -0.1699 0.0580 0.1019
C 2.222 -4.568 -2.193 0.0642 -0.0452 -0.1071
C 1.557 -5.774 -2.050 0.0400 0.0540 0.0262
C 0.566 -5.880 -1.087 -0.0103 -0.0213 0.0047
C 0.288 -4.769 -0.303 -0.0023 0.0259 -0.0458
N 0.934 -3.617 -0.422 -0.0179 0.1201 -0.0681
C -0.135 1.864 -3.156 -0.0609 -0.0725 -0.1171
C -0.819 2.973 -3.647 -0.0405 0.0379 -0.0648
C -2.036 2.791 -4.273 0.0638 -0.0321 0.0438
C -2.535 1.501 -4.407 0.0063 0.0261 -0.0014
C -1.798 0.462 -3.873 -0.0241 -0.0332 -0.0192
N -0.627 0.629 -3.259 -0.0529 0.0935 0.0802
H 3.742 2.840 -2.221 -0.1350 0.1420 -0.0900
H 5.979 2.760 -1.273 -0.0356 -0.0034 -0.0109
H 6.662 0.853 0.183 -0.0189 -0.0169 -0.0404
H 5.083 -1.032 0.459 -0.0635 -0.0222 0.0515
H 2.981 -4.411 -2.947 -0.0096 -0.0065 0.0233
H 1.805 -6.616 -2.684 -0.0115 0.0070 -0.0091
H 0.013 -6.801 -0.952 -0.0040 0.0081 0.0232
H -0.496 -4.794 0.447 0.0186 -0.0466 -0.0075
H -0.372 3.948 -3.522 0.0126 -0.0195 0.0082
H -2.596 3.638 -4.648 0.0077 0.0092 -0.0031
H -3.481 1.313 -4.896 0.0015 -0.0365 0.0104
H -2.159 -0.560 -3.937 -0.0126 0.0143 0.0485
C -7.473 4.129 -0.692 0.0086 0.0074 0.0074
O -6.179 3.871 -1.187 -0.0710 -0.0678 -0.0447
C -5.295 3.253 -0.336 0.0498 0.0144 0.0925
C -5.513 3.164 1.045 -0.1419 0.0114 0.0614
C -4.536 2.562 1.812 0.0703 -0.0618 -0.0835
C -3.373 2.007 1.274 0.0520 0.0844 -0.2800
C -2.415 1.354 2.176 0.0986 -0.1055 0.1379
C -2.102 2.032 3.501 -0.0790 -0.0016 0.0157
O -1.824 0.320 1.909 0.0360 0.0665 -0.1164
C -3.142 2.084 -0.152 -0.2241 0.1293 0.0785
O -2.099 1.664 -0.758 0.4009 -0.2771 0.1363
C -4.156 2.741 -0.906 0.0730 -0.0841 -0.0781
H -8.065 4.462 -1.542 -0.0019 0.0137 -0.0053
H -7.474 4.914 0.070 0.0246 0.0122 -0.0020
H -7.926 3.228 -0.267 0.0017 0.0013 -0.0131
H -6.410 3.543 1.513 0.0304 0.0101 -0.0135
H -4.711 2.476 2.879 0.0300 0.0354 -0.0090
H -2.846 2.769 3.791 0.0473 0.0206 0.0419
H -1.149 2.549 3.365 -0.0223 0.0097 0.0035
H -1.971 1.288 4.287 0.0119 -0.0195 -0.0493
H -4.010 2.821 -1.977 0.0029 0.0139 0.0456
C 3.691 -1.790 4.089 -0.0271 0.0021 -0.0064
C 2.474 -2.422 3.394 0.0079 0.0853 0.0514
C 2.493 -3.942 3.580 -0.0240 -0.0193 -0.0163
C 1.183 -1.837 3.985 0.0215 -0.0141 -0.0659
C 2.547 -2.096 1.960 0.0478 0.1234 -0.0054
C 2.591 -1.759 0.810 -0.0129 -0.0868 -0.1864
H 3.627 -1.928 5.172 -0.0057 -0.0257 -0.0264
H 3.731 -0.721 3.874 0.0039 -0.0167 0.0397
H 4.618 -2.241 3.731 -0.0087 0.0051 -0.0074
H 2.461 -4.194 4.644 -0.0101 0.0208 -0.0090
H 3.395 -4.374 3.146 0.0030 -0.0033 0.0025
H 1.628 -4.394 3.090 0.0211 -0.0117 0.0077
H 1.148 -2.000 5.066 0.0145 -0.0264 -0.0185
H 0.310 -2.305 3.528 0.0053 0.0710 0.0020
H 1.132 -0.766 3.787 -0.0534 -0.0203 0.0235
```
Forces are in eV/Å.

Computed properties:
- LUMO (eV) = 2.47
- multiplicity = 1
- E_tot (Eh) = -2060.9171
- net charge = -1